(1)
C28H46BN6NiO as an isolated structure at a distorted geometry. Source: the OMol25 dataset; level of theory: ωB97M-V with the def2-TZVPD basis set.

The total charge is +1. The value obtained for the total energy is -82486.26758 eV. Its expectation value of S² is 2.0069. The HOMO-LUMO gap (alpha / beta) is 8.722 / 8.262 eV. The multiplicity is 3. For the molecular weight, the calculation gives 552.2 g/mol.

The geometry in XYZ format:
```
83
C28H46BN6NiO, DFT ωB97M-V with the def2-TZVPD basis set
Ni 0.64036 -1.89785 -1.31729
O 0.06476 0.07983 -3.50663
N 0.11485 -1.53135 0.55119
N 0.15318 -0.34470 1.24099
N -1.22618 0.05477 -1.50687
N 1.75730 -0.13421 -1.21675
N 1.53059 0.96800 -0.46382
N -1.01930 1.02377 -0.56338
C 4.92413 -1.21032 -2.59134
C 2.66588 -2.28538 -2.80809
C 3.43621 -0.97551 -2.84338
C 1.36667 4.06642 -0.76592
C -1.08162 0.14707 4.56546
C -4.53055 -1.15022 -2.61523
C -2.29733 -2.13152 -3.16338
C 2.89900 0.03566 -1.87300
C 0.09710 -3.95052 0.93370
C 2.72938 3.51259 1.28016
C -2.37342 2.78601 0.59005
C -3.07755 -0.83109 -2.96444
C 1.31967 -4.72844 1.41446
C 0.20846 -0.64819 2.57050
C 0.12891 -2.53110 1.41655
C 0.18901 -2.02619 2.70339
C -1.20801 -4.63668 1.32607
C -2.72200 2.21913 1.96262
C 3.43744 1.27606 -1.53482
C 2.52941 1.85976 -0.67441
C -3.13888 1.10846 -1.23635
C -3.43338 3.77016 0.10622
C 2.56659 3.29526 -0.21667
C 0.24146 0.23355 3.79995
C 0.71813 1.66631 3.65760
C -0.02497 -0.47932 -2.48352
C -2.49683 0.09037 -1.92634
C -2.18996 1.66148 -0.38522
B 0.24167 0.96509 0.40638
H -1.28366 -4.70925 2.41136
H 3.46166 3.69302 -0.70699
H 1.64381 1.72251 3.09193
H 1.79682 3.32530 1.80633
H 3.20479 -3.07931 -3.32689
H 1.67630 -2.21786 -3.28788
H -1.25135 -5.64562 0.91984
H 1.31437 -4.80973 2.50151
H -3.45859 4.63646 0.76618
H 1.32124 -5.73791 1.00665
H -4.16537 1.40380 -1.31869
H -1.33455 -0.88372 4.80725
H -5.14775 -0.26013 -2.53675
H 0.44299 3.74503 -0.28658
H 5.49532 -0.29046 -2.68476
H 0.91191 2.07184 4.65079
H -4.42595 3.31899 0.12395
H 3.50351 2.87826 1.70902
H -1.42002 3.31353 0.66338
H -3.23669 4.11948 -0.90575
H 0.98393 -0.27147 4.43100
H -2.91418 -2.82904 -3.72912
H -2.08108 -2.60863 -2.19452
H -3.66702 1.67591 1.92812
H -1.95247 1.52993 2.30264
H -4.96228 -1.77791 -3.39132
H 0.22010 1.92936 1.08506
H -2.07270 -4.07959 0.96827
H 0.13083 -3.92313 -0.18154
H 3.00504 4.55013 1.46667
H 5.32807 -1.92208 -3.30965
H -1.36553 -2.00204 -3.70427
H 2.24798 -4.23534 1.12612
H 5.08788 -1.60420 -1.58771
H 1.25659 3.92247 -1.83960
H -3.07836 -0.27041 -3.90730
H -0.99801 0.70278 5.49752
H -1.91472 0.56531 4.00311
H 4.34222 1.72913 -1.89420
H -4.58952 -1.68708 -1.66887
H -0.01840 2.31218 3.18309
H 1.48547 5.13201 -0.57360
H 0.22394 -2.56809 3.62977
H 3.31699 -0.55213 -3.84771
H 2.61167 -2.65823 -1.76207
H -2.81539 3.01877 2.69776
```

***

(2)
C28H46BrN3P2Ru as an isolated structure at a distorted geometry. Source: the OMol25 dataset; level of theory: ωB97M-V with the def2-TZVPD basis set.

The total charge is +4. The value obtained for the total energy is -125410.52783 eV. Its expectation value of S² is 6.0836. The HOMO-LUMO gap (alpha / beta) is 6.468 / 3.795 eV. The multiplicity is 5. For the molecular weight, the calculation gives 667.6 g/mol.

The geometry in XYZ format:
```
81
C28H46BrN3P2Ru, DFT ωB97M-V with the def2-TZVPD basis set
Ru 0.19544 0.11396 -0.18109
Br -0.83156 1.23049 1.71310
P -0.25232 5.67610 1.53448
P 2.30292 -0.10445 0.01955
N -0.08565 -3.86974 -10.48959
N -0.88148 -3.17852 2.36177
N -0.12163 -1.64568 0.56555
C 3.66500 1.74472 -1.68829
C 0.35647 -1.79700 -5.85288
C 0.86570 -2.84950 -8.54282
C -1.17403 -4.21299 -9.79798
C -1.78927 5.13541 0.67535
C 4.10949 -1.29354 1.87479
C 1.02808 5.83594 0.22851
C 0.03477 -4.16815 2.97399
C -2.29858 -3.27873 2.74563
C -0.47465 -2.34892 1.46307
C -0.36936 -0.39415 -2.01567
C -0.27700 -3.18567 -7.78696
C 0.31635 4.34564 2.66587
C 2.09652 6.89537 0.53958
C 2.63211 -2.67686 -1.01416
C -0.49125 -2.19520 -3.56939
C 2.88607 1.58444 -0.38543
C -1.31435 -3.89783 -8.43151
C 3.14585 -1.24558 -1.13469
C -0.77988 -1.70123 -2.29672
C -0.25471 4.55858 4.07735
C -0.40391 -2.77208 -6.40462
C 2.91177 -0.35565 1.73188
C 0.57742 -0.07583 -4.17556
C 0.91393 -3.21217 -9.90178
C -2.66974 6.33151 0.26360
C 0.16460 -1.37338 -4.50690
C 0.29290 0.45061 -2.92543
H 3.84616 -2.33714 1.66598
H 0.83693 -3.67553 3.54578
H 3.33076 -3.31010 -0.45503
H 2.50421 -3.10925 -2.01150
H 1.41595 4.37238 2.69253
H 0.48559 -4.82378 2.21194
H 0.21194 3.86573 4.79414
H 1.69935 -2.32405 -8.08903
H -2.74864 7.06879 1.06874
H 1.96283 2.18803 -0.39952
H -2.34027 4.47662 1.36199
H 1.48597 4.85036 0.07108
H 1.65418 -2.70919 -0.52062
H 3.13162 1.32893 -2.55125
H 3.16389 0.65199 2.09622
H -1.21609 -3.23333 -5.85260
H -2.36747 -4.06290 3.49551
H 3.47638 1.90618 0.48254
H 2.97208 -0.86051 -2.15490
H 0.00629 3.36434 2.26433
H 4.94036 -1.00718 1.21899
H 4.65273 1.27186 -1.62387
H 0.48923 6.11475 -0.68782
H -0.06231 5.58254 4.42252
H -2.27343 6.83315 -0.62970
H -2.21598 -4.18201 -7.90656
H -1.96338 -4.75732 -10.32141
H 2.68015 7.11615 -0.36395
H -1.49552 4.54194 -0.19834
H 0.56913 1.46398 -2.65156
H 1.04449 -1.22725 -6.47960
H -2.91708 -3.54651 1.88068
H 4.47156 -1.24541 2.90917
H -1.26733 -2.29408 -1.52751
H 1.79407 -2.95766 -10.49637
H -1.34038 4.37870 4.10486
H 4.23328 -1.18163 -0.95503
H 1.64448 7.83291 0.87847
H -2.65508 -2.33633 3.17122
H -0.57050 -4.77072 3.65738
H 3.80905 2.81592 -1.87920
H 2.04797 -0.69516 2.32584
H 1.11169 0.48673 -4.93469
H -0.75042 -3.21869 -3.83722
H 2.80246 6.55420 1.30404
H -3.68573 5.99335 0.02032
```

***

Question: Number 2 is which compound?
Answer: C28H46BrN3P2Ru

***

Question: Which formula does entry 1 have?
Answer: C28H46BN6NiO

***

Question: What is the total energy in the second record?
Answer: -125410.52783 eV

***

Question: Number 2 is which compound?
Answer: C28H46BrN3P2Ru